(1)
{"formula": "C21H30N4O5S", "method": "ωB97M-V with the def2-TZVPD basis set", "smiles": "Cn1c(=O)c2cc(S(=O)(=O)NCCC(=O)NC3CCCCCCC3)ccc2n(C)c1=O", "gap_ha": 0.334, "lumo_ev": 0.079, "e_above_lowest_kcal_mol": 1.1, "homo_ev": -9.0, "elements": ["C", "N", "C", "O", "C", "C", "C", "S", "O", "O", "N", "C", "C", "C", "O", "N", "C", "C", "C", "C", "C", "C", "C", "C", "C", "C", "C", "N", "C", "C", "O", "H", "H", "H", "H", "H", "H", "H", "H", "H", "H", "H", "H", "H", "H", "H", "H", "H", "H", "H", "H", "H", "H", "H", "H", "H", "H", "H", "H", "H", "H"], "coordinates": [[1.144, -3.555, 1.342], [0.964, -2.154, 1.684], [1.789, -1.216, 1.094], [2.593, -1.524, 0.237], [1.592, 0.151, 1.574], [2.454, 1.156, 1.138], [2.237, 2.454, 1.521], [3.371, 3.748, 1.010], [2.757, 5.011, 1.277], [4.654, 3.457, 1.580], [3.570, 3.595, -0.623], [2.449, 3.737, -1.513], [1.869, 2.410, -2.028], [0.504, 2.083, -1.423], [-0.025, 2.743, -0.553], [-0.073, 1.003, -1.982], [-1.418, 0.554, -1.654], [-2.032, -0.110, -2.891], [-1.522, -1.515, -3.236], [-2.322, -2.684, -2.642], [-1.879, -3.153, -1.251], [-2.624, -2.526, -0.070], [-2.705, -0.997, -0.062], [-1.377, -0.301, -0.382], [1.168, 2.778, 2.340], [0.327, 1.792, 2.812], [0.534, 0.457, 2.444], [-0.271, -0.562, 2.902], [-1.385, -0.278, 3.784], [-0.064, -1.883, 2.568], [-0.756, -2.775, 3.008], [1.426, -4.117, 2.232], [1.930, -3.614, 0.594], [0.213, -3.966, 0.954], [3.286, 0.882, 0.508], [4.288, 2.941, -0.885], [1.684, 4.271, -0.943], [2.755, 4.363, -2.357], [2.550, 1.586, -1.803], [1.749, 2.452, -3.112], [0.447, 0.443, -2.639], [-1.991, 1.463, -1.432], [-3.116, -0.142, -2.785], [-1.824, 0.556, -3.733], [-0.473, -1.618, -2.953], [-1.568, -1.615, -4.323], [-2.202, -3.529, -3.324], [-3.384, -2.436, -2.628], [-2.037, -4.232, -1.183], [-0.803, -2.993, -1.152], [-2.142, -2.864, 0.850], [-3.645, -2.915, -0.056], [-3.464, -0.673, -0.772], [-3.055, -0.691, 0.925], [-0.578, -1.035, -0.482], [-1.093, 0.374, 0.426], [1.016, 3.814, 2.593], [-0.490, 2.063, 3.457], [-1.879, -1.224, 3.998], [-1.033, 0.162, 4.718], [-2.090, 0.398, 3.300]]}



(2)
{"formula": "C31H49BClO2PYb", "method": "ωB97M-V with the def2-TZVPD basis set", "spin_multiplicity": 2, "total_charge": -1, "gap_ha": [0.090, 0.214], "lumo_ev": [2.415, 2.413], "homo_ev": [0.0, -3.4], "elements": ["Yb", "Cl", "P", "C", "H", "H", "C", "C", "C", "H", "C", "H", "H", "C", "H", "H", "C", "H", "H", "C", "H", "H", "H", "H", "C", "C", "H", "C", "H", "H", "C", "H", "H", "C", "H", "H", "C", "H", "H", "H", "H", "C", "H", "C", "H", "H", "C", "H", "H", "C", "H", "H", "C", "H", "H", "H", "H", "C", "C", "H", "C", "H", "C", "H", "H", "C", "H", "H", "C", "H", "H", "H", "H", "O", "B", "O", "C", "C", "C", "C", "C", "C", "H", "H", "H", "H"], "coordinates": [[-1.112, 0.869, 2.353], [-3.266, 0.405, 1.120], [-0.435, 0.286, -1.013], [-0.905, 0.882, 4.374], [0.071, 0.946, 4.864], [-1.750, 1.125, 5.033], [1.011, -0.572, -1.856], [-0.357, 2.103, -1.483], [2.346, -0.004, -1.344], [0.902, -1.597, -1.448], [3.524, -0.885, -1.785], [2.490, 1.015, -1.737], [2.335, 0.078, -0.246], [3.528, -1.182, -3.291], [4.463, -0.395, -1.503], [3.477, -1.832, -1.232], [2.161, -1.623, -3.827], [3.855, -0.285, -3.834], [4.267, -1.962, -3.504], [1.019, -0.699, -3.383], [2.184, -1.668, -4.923], [1.943, -2.638, -3.468], [1.157, 0.288, -3.844], [0.063, -1.091, -3.754], [-1.963, -0.375, -1.894], [0.221, 2.421, -2.863], [-1.424, 2.399, -1.470], [0.101, 3.919, -3.166], [1.282, 2.135, -2.890], [-0.291, 1.852, -3.651], [0.759, 4.787, -2.086], [0.555, 4.126, -4.143], [-0.964, 4.178, -3.243], [0.326, 4.408, -0.664], [1.850, 4.693, -2.168], [0.520, 5.839, -2.272], [0.376, 2.899, -0.383], [0.953, 4.933, 0.066], [-0.705, 4.754, -0.504], [1.425, 2.568, -0.325], [-0.071, 2.712, 0.613], [-1.966, -1.910, -1.930], [-2.732, -0.063, -1.156], [-3.368, -2.425, -2.282], [-1.246, -2.268, -2.681], [-1.655, -2.319, -0.959], [-3.910, -1.809, -3.577], [-3.345, -3.517, -2.366], [-4.042, -2.173, -1.452], [-3.767, -0.283, -3.627], [-3.379, -2.249, -4.432], [-4.966, -2.077, -3.693], [-2.361, 0.206, -3.249], [-4.024, 0.085, -4.627], [-4.481, 0.165, -2.923], [-1.646, -0.114, -4.022], [-2.350, 1.304, -3.229], [-0.514, -1.323, 2.720], [-1.102, -0.732, 3.897], [-1.170, -1.143, 1.812], [-2.566, -1.161, 4.077], [-0.579, -1.179, 4.756], [-2.661, -2.694, 4.207], [-2.998, -0.683, 4.966], [-3.138, -0.817, 3.199], [-1.913, -3.437, 3.102], [-2.232, -2.988, 5.176], [-3.712, -3.006, 4.226], [-0.515, -2.877, 2.837], [-1.818, -4.495, 3.372], [-2.504, -3.403, 2.178], [0.162, -3.172, 3.650], [-0.112, -3.299, 1.910], [2.117, -1.499, 2.919], [0.961, -0.828, 2.565], [1.244, 0.560, 2.390], [2.495, 0.748, 2.986], [2.901, 1.898, 3.640], [3.789, 1.727, 4.712], [4.302, 0.467, 5.032], [3.965, -0.670, 4.289], [3.012, -0.517, 3.298], [2.488, 2.865, 3.357], [4.075, 2.594, 5.308], [4.975, 0.356, 5.883], [4.366, -1.656, 4.510]]}



(3)
{"formula": "C22H30NO5P", "method": "ωB97M-V with the def2-TZVPD basis set", "smiles": "CCCCOP(=O)(OCCCC)[C@@H](Nc1ccccc1)c1ccc2c(c1)OCO2", "gap_ha": 0.323, "lumo_ev": 0.809, "e_above_lowest_kcal_mol": 1.9, "homo_ev": -8.0, "elements": ["C", "C", "C", "C", "O", "P", "O", "O", "C", "C", "C", "C", "C", "N", "C", "C", "C", "C", "C", "C", "C", "C", "C", "C", "C", "C", "O", "C", "O", "H", "H", "H", "H", "H", "H", "H", "H", "H", "H", "H", "H", "H", "H", "H", "H", "H", "H", "H", "H", "H", "H", "H", "H", "H", "H", "H", "H", "H", "H"], "coordinates": [[-4.845, -1.949, -0.910], [-3.805, -2.876, -0.293], [-2.653, -2.074, 0.305], [-1.556, -2.954, 0.887], [-0.557, -2.167, 1.528], [0.605, -1.493, 0.652], [0.570, -1.808, -0.781], [1.928, -1.993, 1.406], [3.026, -2.546, 0.684], [4.037, -1.467, 0.278], [4.049, -1.198, -1.228], [4.785, -2.286, -2.001], [0.538, 0.301, 1.092], [1.552, 0.882, 0.258], [1.847, 2.233, 0.267], [1.448, 3.078, 1.301], [1.828, 4.407, 1.299], [2.605, 4.921, 0.276], [3.002, 4.087, -0.758], [2.627, 2.759, -0.766], [-0.860, 0.808, 0.881], [-1.716, 0.964, 1.960], [-3.037, 1.374, 1.800], [-3.463, 1.618, 0.518], [-2.605, 1.468, -0.574], [-1.303, 1.065, -0.420], [-3.283, 1.762, -1.726], [-4.592, 2.109, -1.329], [-4.697, 2.013, 0.075], [-5.242, -1.270, -0.158], [-5.670, -2.521, -1.329], [-4.396, -1.358, -1.705], [-4.270, -3.484, 0.486], [-3.418, -3.552, -1.058], [-3.027, -1.415, 1.091], [-2.201, -1.449, -0.468], [-1.949, -3.617, 1.662], [-1.101, -3.553, 0.092], [2.646, -3.063, -0.201], [3.472, -3.277, 1.363], [5.039, -1.763, 0.596], [3.775, -0.552, 0.812], [3.021, -1.135, -1.588], [4.536, -0.238, -1.412], [4.767, -2.072, -3.067], [5.824, -2.345, -1.681], [4.322, -3.256, -1.841], [0.822, 0.391, 2.146], [1.629, 0.441, -0.649], [0.834, 2.701, 2.104], [1.508, 5.049, 2.107], [2.896, 5.960, 0.280], [3.604, 4.476, -1.566], [2.934, 2.111, -1.574], [-1.353, 0.751, 2.955], [-3.700, 1.492, 2.641], [-0.656, 0.944, -1.273], [-5.314, 1.423, -1.800], [-4.812, 3.141, -1.646]]}



(4)
{"formula": "C5H9NO2S", "method": "ωB97M-V with the def2-TZVPD basis set", "smiles": "CCS(=O)(=O)[C@H]1N=C1C", "gap_ha": 0.400, "lumo_ev": 0.881, "e_above_lowest_kcal_mol": 88.2, "homo_ev": -10.0, "elements": ["C", "C", "S", "O", "O", "C", "N", "C", "C", "H", "H", "H", "H", "H", "H", "H", "H", "H"], "coordinates": [[2.878, 0.097, -0.123], [1.708, 0.489, 0.700], [0.388, -0.731, 0.112], [0.045, -0.389, -1.229], [0.731, -2.089, 0.331], [-1.003, -0.473, 1.170], [-1.670, 0.823, 0.853], [-2.216, -0.207, 0.340], [-3.344, -0.673, -0.566], [2.753, -0.845, -0.654], [3.014, 0.990, -0.871], [3.715, -0.043, 0.615], [1.157, 1.366, 0.467], [1.877, 0.516, 1.811], [-1.000, -0.826, 2.185], [-2.950, -1.414, -1.352], [-3.639, 0.293, -0.861], [-4.251, -1.148, -0.141]]}



| no. | E_tot (eV) |
| --- | --- |
| 1 | -49299.37281 |
| 2 | -91055.67742 |
| 3 | -44319.52245 |
| 4 | -21747.83465 |